A structure of composition C9H21ClN3PbS5, computed with ωB97M-V with the def2-TZVPD basis set.

```
40
Properties=species:S:1:pos:R:3:forces:R:3
Pb 0.124529 1.062750 -0.774100 -0.1635 -0.1105 -0.0349
C -1.142296 -0.769664 2.734159 0.0120 0.0440 -0.0253
C -2.540558 -0.499006 2.186813 0.0745 0.0274 -0.0703
S -2.687962 -0.279896 0.391841 -0.0568 -0.0599 0.0584
C -2.796076 -1.972868 -0.249313 0.0485 0.0648 0.0280
C -1.592416 -2.890222 -0.065637 0.0312 0.0269 -0.0412
S -0.076155 -2.227378 -0.819467 -0.0289 -0.0236 -0.0095
C 1.167042 -2.814073 0.363098 0.0034 0.0363 -0.0305
C 2.524258 -2.167054 0.107029 -0.0630 0.0751 -0.0125
S 2.614665 -0.353540 0.104979 0.0573 -0.0220 0.0112
C 2.751660 0.109140 1.853639 -0.0371 -0.0216 -0.0499
C 1.592087 -0.225156 2.783740 -0.0086 0.0613 -0.0348
S 0.021466 0.550031 2.286915 0.0019 -0.0102 0.0529
H -0.752132 -1.713111 2.360226 -0.0119 -0.0083 0.0135
H -1.192218 -0.825974 3.822571 -0.0269 -0.0281 0.0013
H -2.932068 0.428042 2.607368 -0.0129 -0.0115 0.0260
H -3.215824 -1.299898 2.491259 -0.0070 0.0020 0.0182
H -3.005430 -1.830986 -1.311139 -0.0191 -0.0169 -0.0009
H -3.676508 -2.444000 0.189926 -0.0028 -0.0264 -0.0158
H -1.817270 -3.852050 -0.527411 -0.0181 -0.0070 0.0169
H -1.397900 -3.073556 0.989626 -0.0102 -0.0069 0.0104
H 1.272620 -3.894889 0.260871 0.0152 -0.0042 0.0153
H 0.812562 -2.601454 1.369398 0.0186 -0.0089 0.0059
H 2.887238 -2.447699 -0.882540 0.0183 -0.0251 0.0104
H 3.252697 -2.531916 0.832392 0.0012 -0.0274 -0.0039
H 2.911428 1.187156 1.808747 0.0045 0.0026 0.0046
H 3.666050 -0.344731 2.238538 -0.0040 0.0020 0.0216
H 1.844532 0.128284 3.783769 0.0156 -0.0165 0.0035
H 1.431928 -1.299961 2.846552 0.0096 -0.0140 0.0067
N -0.978280 3.517613 -1.757982 0.0248 -0.0166 0.0462
N -0.421752 3.933073 -2.966482 0.0099 -0.0308 -0.0125
C 0.111698 3.075817 -3.856083 -0.0074 0.0417 0.0204
N 0.631203 3.642522 -4.950021 0.0078 -0.0595 -0.0132
S 0.126308 1.392449 -3.701635 0.0734 0.0442 0.0116
H -1.963674 3.754959 -1.730108 -0.0039 0.0036 -0.0244
H -0.475472 3.959928 -0.991743 0.0038 0.0214 -0.0049
H -0.337110 4.925565 -3.130269 -0.0081 0.0072 0.0064
H 0.614227 4.634498 -5.118200 -0.0027 0.0036 0.0019
H 1.044235 3.042221 -5.642008 0.0078 0.0118 -0.0046
Cl 1.598672 3.015035 0.060663 0.0536 0.0798 -0.0022
```
Positions in Å, forces in eV/Å.

charge = +1
electronic energy = -86087.1717 eV